C6H14N2O2Tl | ωB97M-V with the def2-TZVPD basis set

Structure (XYZ):
```
25
Properties=species:S:1:pos:R:3:forces:R:3
Tl -4.6153 -7.6814 14.5060 -0.6 0.3 0.9
O -4.6662 -10.1278 12.8774 0.7 0.4 1.7
O -6.8429 -7.5977 16.5017 1.6 -1.1 -1.7
N -7.7999 -5.6581 16.9041 -0.5 1.3 0.2
N -4.8496 -9.8287 10.6937 0.2 -1.0 0.4
C -8.6482 -7.6766 18.0345 0.2 1.0 0.0
C -7.7003 -6.9404 17.0852 -0.6 -1.9 1.1
C -4.8598 -10.6024 11.7617 -1.9 -1.7 -2.0
C -5.4113 -12.0740 11.7193 0.7 0.5 0.0
C -8.4101 -4.6909 17.7847 0.2 1.6 0.0
C -5.4638 -10.1840 9.3866 -0.1 0.7 0.1
H -9.4826 -7.0149 18.2670 -0.2 -0.4 -0.1
H -6.4943 -12.0170 11.6092 0.0 0.2 0.1
H -6.0594 -11.0941 9.4583 0.2 0.1 0.1
H -8.4325 -4.8409 18.8641 0.0 -1.0 -0.2
H -9.3930 -4.3673 17.4423 0.1 0.0 0.0
H -7.6825 -3.8840 17.6975 -0.6 0.6 0.1
H -4.6996 -10.2706 8.6143 0.1 -0.1 0.2
H -6.1228 -9.3530 9.1351 0.0 -0.1 -0.1
H -4.5418 -8.8946 10.9237 -0.1 0.4 -0.7
H -5.1470 -12.6421 12.6112 0.0 0.3 0.0
H -7.2426 -5.2172 16.1864 0.2 -0.5 0.1
H -8.9553 -8.6273 17.5987 0.0 0.3 -0.1
H -4.9852 -12.5777 10.8517 0.2 0.1 -0.1
H -8.1486 -7.8899 18.9795 0.2 0.0 -0.1
```
Positions in Å, forces in eV/Å.

- frontier orbital gap (alpha / beta) (eV) = 7.964 / 2.964
- net charge = +2
- LUMO (alpha / beta) (eV) = -7.49 / -12.34
- total energy (eV) = -18199.98376
- spin multiplicity = 2
- expectation value of S² = 0.76
- HOMO (alpha / beta) (eV) = -15.449 / -15.305

Charges obtained by Löwdin population analysis, quoted in units of e: 1.1319, 0.1109, -0.1294, 0.0286, 0.1123, 0.0379, -0.5495, -0.3899, 0.0965, -0.0513, 0.0336, 0.0816, 0.1195, 0.0985, 0.1046, 0.1001, 0.0962, 0.1188, 0.1125, 0.1676, 0.1105, 0.1471, 0.0956, 0.1152, 0.1006

C35H52AsOP3RhS | ωB97M-V with the def2-TZVPD basis set

Structure (XYZ):
```
94
Properties=species:S:1:pos:R:3:forces:R:3
Rh 0.0126 -0.2504 -0.5169 0.5 -0.4 0.1
As 2.2410 1.3203 3.2824 -1.5 -0.1 0.1
S -5.3846 0.0298 -3.2724 -0.7 0.5 0.6
P 1.2982 1.3293 -1.4842 1.2 1.8 0.3
P 1.2035 -2.1225 -0.1478 0.7 -1.1 0.8
P -1.2270 -0.8867 -2.2469 -0.7 -0.6 -1.2
O 1.3723 0.7599 1.9485 0.0 0.1 0.2
C 0.3131 2.8670 -1.4866 0.0 0.1 -0.2
C -1.5917 0.6509 0.6332 -0.3 -1.0 1.4
C -6.9170 0.6159 -2.6938 0.9 -0.1 -0.4
C 4.3666 3.1595 2.4615 -0.2 0.5 0.1
C 1.0525 1.7563 4.7862 0.1 0.0 -0.2
C -8.8297 0.3546 -1.2210 1.1 -1.0 0.1
C 1.5936 2.2711 5.9735 -0.5 -0.2 0.1
C 2.1993 4.1751 2.8884 0.2 0.0 0.1
C -7.5065 1.7652 -3.2488 -1.1 1.3 0.0
C -7.5881 -0.0893 -1.6759 -1.1 -0.5 0.7
C -2.6890 -1.8554 -1.7493 -0.2 0.0 -0.3
C 2.0122 -2.2389 1.4724 0.1 -0.1 0.0
C -0.3086 1.4641 4.6919 0.1 0.1 0.4
C 3.3710 -2.0596 5.5452 -0.1 0.3 -0.4
C 4.9187 4.4360 2.2808 -0.2 -0.2 0.0
C -1.8933 0.5477 -3.1489 -0.4 -0.1 -0.3
C 2.7615 5.4485 2.7151 0.0 -0.4 -0.1
C -0.4255 -1.8946 -3.5415 -0.3 0.0 -0.3
C -8.7483 2.2047 -2.7880 1.1 0.1 -0.8
C 4.1277 5.5817 2.4373 -0.1 -0.4 0.0
C 4.6202 -0.3546 3.7026 -0.1 -0.3 0.5
C 2.5289 -2.2985 -1.3831 0.1 -0.2 -0.1
C 0.1796 -3.6371 -0.2401 0.2 0.0 0.0
C -0.5856 2.0749 7.0273 0.1 0.0 -0.2
C 2.6320 -1.0538 4.9012 0.2 0.0 0.1
C 1.8546 1.0660 -3.2100 -0.1 -0.2 0.0
C 2.8149 1.7668 -0.5882 0.3 0.1 -0.2
C -1.1282 1.6232 5.8194 0.3 0.0 -0.2
C -9.4121 1.5063 -1.7671 -0.2 0.1 0.0
C -1.2788 -0.6162 1.1957 -0.9 1.7 0.7
C 3.0146 3.0368 2.8039 0.7 -0.1 0.2
C 5.3572 -1.3494 4.3642 -0.1 0.1 -0.3
C 0.7705 2.4219 7.0994 0.1 -0.1 -0.4
C 4.7432 -2.1851 5.3034 -0.1 0.2 -0.1
C 3.2735 -0.1618 4.0315 0.5 0.2 -0.3
H -2.4805 1.1715 -2.4620 0.2 -0.1 -0.1
H 5.3271 -2.9409 5.8367 -0.2 0.3 -0.2
H 2.8631 -2.7336 6.2360 0.2 0.2 -0.2
H -10.3808 1.8564 -1.3996 0.3 -0.1 -0.2
H -0.2533 -3.7913 -1.2353 0.1 0.0 0.3
H 3.3066 0.8597 -0.2202 -0.1 0.2 0.0
H 1.2916 -2.0206 2.2657 0.1 0.0 -0.2
H 3.1176 -3.1955 -1.1440 -0.1 0.2 -0.1
H -2.5473 0.1964 -3.9610 0.2 0.2 0.1
H 1.1401 4.0662 3.1256 0.3 0.1 0.1
H -0.1484 -2.8845 -3.1563 -0.1 0.3 -0.1
H -0.7144 1.1084 3.7442 0.0 0.0 0.2
H -1.2217 2.1607 7.9130 0.3 0.0 -0.4
H -0.6534 -0.6225 2.0956 -0.1 -0.1 -0.5
H 2.5667 2.3968 0.2741 0.0 -0.3 -0.2
H 1.5607 -0.9641 5.0776 0.2 0.1 0.2
H 4.9827 2.2680 2.3579 0.0 0.3 0.1
H -4.8567 1.2087 -3.7015 -0.5 -0.3 -0.1
H 6.4156 -1.4659 4.1278 -0.3 0.0 0.1
H 2.4315 0.1342 -3.2880 -0.1 0.3 0.0
H 1.0159 1.0285 -3.9160 0.2 0.0 0.2
H -0.6311 -3.5701 0.4959 0.2 0.0 -0.1
H 3.5047 2.3045 -1.2549 -0.2 -0.1 0.1
H 1.1968 2.8038 8.0285 -0.2 -0.1 -0.3
H -2.1870 1.3818 5.7331 0.2 0.1 0.2
H -9.3396 -0.2097 -0.4370 0.2 0.3 -0.3
H -2.4882 0.7737 0.0151 0.4 0.0 0.1
H 2.6475 2.5406 6.0225 -0.2 -0.1 0.1
H 0.1640 3.1827 -0.4462 0.1 -0.1 -0.2
H -6.9787 2.2972 -4.0391 -0.3 0.0 0.1
H -7.1146 -0.9787 -1.2641 -0.3 0.1 0.0
H 2.5091 1.9056 -3.4873 -0.2 -0.2 0.1
H 4.5752 6.5746 2.3456 -0.2 -0.4 0.0
H 3.1872 -1.4213 -1.3430 -0.1 -0.2 0.0
H 2.4190 -3.2467 1.6282 -0.1 0.1 -0.1
H -1.1812 1.5347 1.1316 -0.1 -0.3 -0.3
H -1.0895 1.1575 -3.5794 -0.3 -0.2 0.1
H 2.1242 -2.3997 -2.3984 0.1 0.0 0.3
H -3.2441 -2.1565 -2.6503 0.1 0.0 0.3
H -9.1980 3.0942 -3.2318 0.1 -0.3 0.1
H -3.3457 -1.2485 -1.1123 0.2 -0.1 -0.1
H 0.8124 -4.5008 0.0089 -0.2 0.2 -0.1
H 2.1291 6.3321 2.8159 0.2 -0.3 0.0
H -1.1454 -2.0285 -4.3638 0.3 -0.1 0.1
H 0.8515 3.6544 -2.0345 -0.1 -0.2 0.2
H 0.4714 -1.3962 -3.9342 -0.3 -0.1 0.1
H 5.0831 0.2645 2.9386 0.1 -0.1 0.3
H 2.8200 -1.5047 1.5465 -0.2 -0.1 0.0
H -2.3902 -2.7520 -1.1917 -0.1 0.2 -0.2
H -0.6652 2.7049 -1.9572 0.3 0.1 0.1
H -1.9268 -1.4815 1.0151 0.4 0.2 -0.2
H 5.9757 4.5233 2.0300 -0.3 0.0 0.1
```
Positions in Å, forces in eV/Å.

- frontier orbital gap (alpha / beta) (eV) = 7.183 / 3.330
- net charge = +3
- LUMO (alpha / beta) (eV) = -7.36 / -11.48
- total energy (eV) = -141708.14495
- ΔE to the lowest compared entry with this formula, charge and spin (kcal per mole) = 0.00
- spin multiplicity = 5
- expectation value of S² = 6.03
- HOMO (alpha / beta) (eV) = -14.545 / -14.813

Charges obtained by Löwdin population analysis, quoted in units of e: 0.4898, 1.2374, 1.0180, 0.7253, 0.7267, 0.6827, -0.5652, -0.2170, -0.1845, -0.5500, -0.1019, -0.3316, 0.0023, -0.0815, -0.0971, -0.0462, -0.0511, -0.2482, -0.2293, -0.1081, -0.0537, -0.0569, -0.2669, -0.0568, -0.2239, 0.0075, -0.0514, -0.1027, -0.2186, -0.2210, -0.0572, -0.0998, -0.2179, -0.2353, -0.0701, 0.0432, -0.1855, -0.3278, -0.0585, -0.0508, -0.0529, -0.3131, 0.0378, 0.1211, 0.1165, 0.1471, 0.0286, 0.0424, 0.0436, 0.0763, 0.0376, 0.1072, 0.0411, 0.0761, 0.1181, 0.0478, 0.0263, 0.1073, 0.0856, -0.0487, 0.1162, 0.0473, 0.0362, 0.0527, 0.0710, 0.1181, 0.1072, 0.1388, 0.0555, 0.1154, 0.0563, 0.1249, 0.1233, 0.0733, 0.1202, 0.0438, 0.0749, 0.0652, 0.0334, 0.0368, 0.0479, 0.1393, 0.0373, 0.0727, 0.1158, 0.0692, 0.0754, 0.0417, 0.0840, 0.0396, 0.0433, 0.0270, 0.0683, 0.1160

C41H33Cl4IrN2O4P2Te | ωB97M-V with the def2-TZVPD basis set

Structure (XYZ):
```
88
Properties=species:S:1:pos:R:3:forces:R:3
Ir -0.3564 -0.4387 -0.0270 0.5 -0.5 0.5
Te -0.5959 -2.7541 2.9229 -0.1 -0.8 -0.1
Cl -0.8669 4.7933 -0.2166 0.0 -0.1 0.1
Cl -2.3446 0.6698 -4.6625 0.0 -0.1 0.0
Cl -2.0329 5.7673 -2.9298 0.0 0.1 0.0
Cl -2.7992 3.7411 -5.1296 0.0 -0.1 0.0
P 1.3521 -0.5293 1.8833 0.3 -0.3 -0.1
P 1.6404 -3.0663 0.1872 -0.5 -0.5 -0.2
O -0.6919 1.8307 -0.0508 -0.1 -0.1 -0.4
O -2.3746 -0.7561 1.0925 -0.4 0.5 -0.2
O -2.2766 -0.0397 3.1922 0.0 0.3 -0.2
O -1.2762 0.0873 -1.9798 0.0 0.4 0.2
N -4.5804 0.9756 3.2756 -0.2 0.5 0.0
N -4.6493 -5.4355 1.9795 -0.5 -0.3 -0.1
C -2.8519 -0.1166 2.0122 0.0 -0.1 0.5
C 0.5927 -3.0695 -1.3315 0.2 -0.1 0.3
C 2.6834 -0.1485 -0.4804 -0.1 0.2 0.1
C 2.8563 -1.8002 6.0566 0.0 -0.1 0.0
C 1.2253 -3.1439 -2.5679 0.0 0.0 0.1
C 5.2030 -0.8178 0.4100 0.1 0.0 0.0
C 2.4879 -2.3170 3.7447 0.2 0.1 -0.1
C 2.9116 -2.7007 5.0034 0.1 -0.1 0.1
C 2.0276 -1.0211 3.5288 -0.3 0.3 -0.1
C -5.6507 0.0758 3.7328 -0.3 -0.3 0.3
C -1.1193 2.2810 -1.1595 0.1 -0.5 0.3
C 2.3899 -0.5135 5.8459 0.0 0.1 0.1
C -5.2758 -0.3916 1.4244 0.1 0.0 0.1
C -2.6258 -4.9814 3.1542 0.3 0.2 0.0
C -4.3615 -4.4305 1.1728 0.1 0.2 -0.2
C 2.3749 -6.6134 1.9996 0.0 -0.1 0.2
C -1.8052 4.0922 -2.6450 0.3 0.2 0.9
C -0.8889 -2.8966 -3.6828 0.0 0.0 0.0
C 5.0071 -0.5003 -0.9229 -0.1 0.0 -0.1
C -2.3206 -3.9151 2.3105 0.2 0.4 0.0
C -1.4496 1.3235 -2.2170 0.2 -0.3 0.5
C -5.6666 -1.0801 2.7291 0.0 0.2 0.0
C -2.1444 3.1690 -3.6499 -0.1 -0.8 -0.3
C 1.3733 -4.7543 0.8410 0.2 0.2 -0.2
C -1.5298 -2.8444 -2.4584 -0.1 0.0 0.0
C 0.0548 -6.6830 1.3889 -0.2 -0.1 -0.1
C 3.7395 -0.1535 -1.3691 0.0 0.0 -0.1
C 2.8649 -0.4903 0.8583 0.0 0.5 0.0
C 1.9786 -0.1210 4.5851 0.0 0.0 -0.1
C -4.2041 0.5922 1.9134 0.1 -0.2 -0.1
C 0.5454 -2.0327 1.2486 -0.3 0.8 -0.2
C -1.9550 1.8152 -3.4419 -0.3 0.4 -0.5
C -3.2259 -3.6407 1.2925 0.0 0.0 0.0
C -1.2967 3.6562 -1.4349 -0.2 0.8 -0.2
C 1.1583 -7.2753 1.9826 0.0 0.0 0.0
C 4.1450 -0.8020 1.3046 -0.1 0.1 0.0
C -0.7949 -2.9123 -1.2838 0.1 -0.3 -0.2
C 0.4882 -3.0537 -3.7351 0.0 0.0 -0.1
C -3.7918 -5.6979 2.9510 0.2 -0.1 0.2
C 0.1610 -5.4346 0.8030 0.2 -0.1 -0.1
C 2.4793 -5.3535 1.4409 -0.1 0.1 -0.1
H -4.8882 -1.0783 0.6772 0.0 0.0 -0.1
H 3.4287 -4.8319 1.4562 0.0 0.0 0.0
H -5.4378 -0.2641 4.7491 -0.1 0.0 -0.1
H -0.6886 -5.0028 0.2921 0.0 0.0 0.1
H 3.5789 0.1140 -2.4029 0.0 0.0 -0.1
H 3.1642 -2.1064 7.0450 0.1 0.0 0.1
H -4.8569 1.9464 3.3472 0.1 -0.1 -0.1
H -1.4602 -2.8158 -4.5953 0.0 0.0 -0.1
H -0.8971 -7.1936 1.3838 -0.1 -0.1 0.0
H 3.2398 -7.0772 2.4523 0.1 0.0 0.0
H -4.0546 -6.5257 3.5968 0.1 -0.1 0.1
H -3.0782 -2.8166 0.6149 0.0 0.1 0.0
H -6.6392 -1.5625 2.6773 0.0 -0.1 0.0
H 2.5399 -3.0092 2.9136 0.0 -0.1 0.0
H -6.1200 0.1543 1.0038 0.0 0.0 0.0
H 2.3361 0.1799 6.6705 0.0 0.1 0.1
H -4.9171 -1.8293 2.9908 0.0 -0.1 0.0
H -6.6204 0.5854 3.7400 0.1 0.0 0.0
H 0.9911 -3.0936 -4.6903 0.0 0.0 -0.1
H -4.0788 1.4451 1.2413 0.0 0.0 0.1
H 3.2729 -3.7057 5.1664 0.0 -0.1 0.0
H 5.8392 -0.5141 -1.6119 0.1 0.0 0.0
H -2.9170 0.4551 3.7727 0.0 0.0 -0.4
H 4.3238 -1.0493 2.3418 0.0 0.0 0.0
H 6.1911 -1.0849 0.7568 0.1 0.0 0.0
H 2.3003 -3.2701 -2.6005 0.1 0.1 0.0
H 1.6725 0.1222 -0.8250 0.4 0.1 -0.1
H -5.0870 -4.2358 0.3923 0.0 0.1 -0.1
H -1.9513 -5.2376 3.9591 0.0 -0.1 0.1
H -1.3046 -2.9427 -0.3326 0.0 0.1 0.0
H 1.0718 -8.2575 2.4225 0.0 -0.1 0.1
H -2.6029 -2.7361 -2.4101 -0.1 0.0 0.0
H 1.6218 0.8839 4.4080 -0.1 0.1 0.0
```
Positions in Å, forces in eV/Å.

- frontier orbital gap (alpha / beta) (eV) = 6.830 / 5.376
- LUMO (alpha / beta) (eV) = 0.16 / -1.94
- total energy (eV) = -133018.89952
- spin multiplicity = 5
- expectation value of S² = 6.04
- HOMO (alpha / beta) (eV) = -6.670 / -7.317

Charges obtained by Löwdin population analysis, quoted in units of e: 1.0962, 1.4223, 0.7186, 0.7270, 0.6950, 0.6957, 0.8506, 1.0057, -0.1193, -0.0945, 0.0607, -0.1231, -0.0359, 0.0550, -0.4916, -0.3876, -0.1622, -0.0800, -0.0980, -0.0784, -0.1806, -0.0730, -0.4455, -0.1774, -0.3759, -0.0832, -0.1132, -0.1522, -0.1539, -0.0875, -0.7068, -0.0848, -0.0822, -0.4876, -0.3629, -0.1515, -0.7027, -0.4054, -0.0825, -0.0805, -0.0764, -0.4253, -0.0973, -0.2150, -1.0379, -0.6105, -0.1302, -0.6146, -0.0842, -0.0882, -0.1814, -0.0742, -0.1582, -0.1161, -0.1253, 0.1082, 0.0946, 0.1142, 0.0904, 0.1069, 0.1020, 0.1290, 0.1012, 0.1051, 0.1006, 0.1037, 0.0670, 0.1168, 0.0707, 0.1220, 0.1013, 0.1091, 0.1175, 0.1029, 0.1664, 0.1075, 0.1017, 0.1182, 0.0991, 0.1030, 0.0999, 0.0575, 0.1059, 0.0852, 0.0459, 0.1005, 0.1114, 0.1026